17
Properties=species:S:1:pos:R:3:forces:R:3 method="wB97M-V/def2-TZVPD" fmax_ha_per_bohr=0.11269 gap_ha=0.238 homo_ev=-12.099 total_charge=+1
C -2.812208 -0.025446 -1.084529 -0.1 0.9 0.5
C -1.297095 0.299883 0.709941 0.3 0.7 -0.1
C -2.366223 0.801420 -0.031616 -2.9 0.0 -1.6
C -0.836132 -0.816813 0.103505 -0.9 0.5 -1.3
C 1.623382 -1.252222 0.723968 -4.1 2.0 -1.7
C 1.976670 0.793828 -0.454709 -2.6 2.1 -2.1
N 0.268312 -1.500920 0.515501 5.6 -0.7 1.2
N 2.381216 -0.245617 0.217430 2.3 -2.0 2.6
S -1.806998 -1.380864 -1.226529 0.7 0.3 0.4
S 3.011001 2.013468 -0.847483 0.3 0.0 0.0
Cl -3.333378 2.225404 0.302754 0.8 -0.5 0.2
H -3.688030 0.075385 -1.789307 1.2 0.1 1.2
H 2.083408 -1.791637 1.503677 0.6 -1.4 0.2
H -0.855976 0.740548 1.602960 -0.2 0.0 -0.4
H 0.110771 -2.445656 0.751925 -0.4 -1.3 0.7
H 3.369509 -0.307243 0.572462 -0.8 -0.1 -0.2
H 2.171772 2.816485 -1.569951 0.1 -0.5 0.4